Entry 1:
Here is C60H68FeGe2O3S6 as an isolated structure in a non-equilibrium geometry from the Open Molecules 2025 dataset. Energies are from ωB97M-V with the def2-TZVPD basis set.

CARTESIAN COORDINATES (ANGSTROEM)
Fe (1.354, 0.242, 1.907)
C (-0.326, -2.105, 5.293)
C (0.604, -0.948, 5.003)
C (1.992, -1.130, 5.018)
C (2.592, -2.513, 5.072)
C (2.844, -0.018, 4.969)
C (4.339, -0.202, 5.039)
C (2.310, 1.275, 4.934)
C (3.225, 2.463, 5.098)
C (0.926, 1.455, 4.795)
C (0.355, 2.853, 4.788)
C (0.071, 0.335, 4.791)
C (-1.422, 0.514, 4.631)
H (-0.639, -2.599, 4.371)
H (-1.216, -1.760, 5.815)
H (0.157, -2.843, 5.930)
H (3.137, -2.682, 6.005)
H (3.291, -2.629, 4.243)
H (1.838, -3.288, 4.959)
H (4.672, -0.236, 6.083)
H (4.861, 0.602, 4.527)
H (4.644, -1.127, 4.559)
H (3.666, 2.743, 4.136)
H (4.036, 2.230, 5.787)
H (2.691, 3.324, 5.493)
H (0.313, 3.247, 5.808)
H (-0.649, 2.879, 4.376)
H (0.967, 3.519, 4.180)
H (-1.880, 0.928, 5.535)
H (-1.908, -0.425, 4.384)
H (-1.624, 1.193, 3.805)
C (-6.981, 1.622, 0.925)
C (-5.711, 2.178, 0.335)
C (-5.343, 1.915, -0.980)
C (-4.166, 2.417, -1.519)
C (-3.796, 2.115, -2.948)
C (-3.331, 3.209, -0.719)
C (-3.703, 3.508, 0.596)
C (-2.893, 4.420, 1.481)
C (-4.881, 2.974, 1.104)
C (-2.115, 3.830, -1.320)
C (-2.269, 5.092, -1.893)
C (-1.203, 5.742, -2.495)
C (0.037, 5.129, -2.536)
C (0.215, 3.868, -1.976)
C (-0.859, 3.208, -1.379)
Ge (-0.462, 1.541, -0.354)
S (-0.196, 2.088, 1.717)
S (-2.000, -0.095, -0.729)
Ge (-0.223, -1.486, -0.388)
S (-0.024, -1.869, 1.733)
S (1.336, 0.167, -0.794)
C (-0.396, -3.143, -1.535)
C (0.722, -3.979, -1.773)
C (0.558, -5.206, -2.412)
C (-0.680, -5.635, -2.836)
C (-1.767, -4.815, -2.640)
C (-1.650, -3.580, -2.001)
C (-2.945, -2.842, -1.960)
C (-3.271, -1.955, -2.991)
C (-2.232, -1.495, -3.978)
C (-4.575, -1.482, -3.084)
C (-5.556, -1.869, -2.184)
C (-6.987, -1.437, -2.359)
C (-5.199, -2.706, -1.134)
C (-3.909, -3.202, -1.011)
C (-3.549, -4.126, 0.125)
C (2.154, -3.642, -1.526)
C (2.890, -4.297, -0.536)
C (2.244, -5.148, 0.527)
C (4.269, -4.114, -0.498)
C (4.924, -3.277, -1.385)
C (6.395, -3.008, -1.241)
C (4.174, -2.627, -2.357)
C (2.806, -2.816, -2.459)
C (2.031, -2.159, -3.574)
C (1.548, 3.210, -2.065)
C (2.549, 3.502, -1.137)
C (2.304, 4.397, 0.051)
C (3.814, 2.951, -1.318)
C (4.100, 2.120, -2.386)
C (5.474, 1.534, -2.557)
C (3.079, 1.810, -3.280)
C (1.807, 2.337, -3.134)
C (0.705, 1.968, -4.095)
H (-7.568, 1.103, 0.171)
H (-7.594, 2.420, 1.349)
H (-6.750, 0.916, 1.725)
H (-5.982, 1.301, -1.600)
H (-4.613, 1.602, -3.455)
H (-2.916, 1.465, -2.974)
H (-3.553, 3.027, -3.495)
H (-1.980, 4.755, 0.994)
H (-2.607, 3.895, 2.392)
H (-3.486, 5.295, 1.762)
H (-5.160, 3.203, 2.129)
H (-3.244, 5.565, -1.850)
H (-1.341, 6.724, -2.930)
H (0.884, 5.625, -2.997)
H (1.437, -5.817, -2.581)
H (-0.792, -6.587, -3.340)
H (-2.745, -5.114, -3.002)
H (-1.495, -2.272, -4.178)
H (-1.702, -0.633, -3.560)
H (-2.693, -1.189, -4.918)
H (-4.832, -0.810, -3.897)
H (-7.064, -0.603, -3.058)
H (-7.425, -1.142, -1.408)
H (-7.586, -2.262, -2.755)
H (-5.953, -2.997, -0.408)
H (-4.372, -4.196, 0.836)
H (-2.664, -3.758, 0.648)
H (-3.320, -5.128, -0.242)
H (1.171, -5.242, 0.376)
H (2.403, -4.672, 1.496)
H (2.693, -6.144, 0.559)
H (4.840, -4.625, 0.272)
H (6.917, -3.862, -0.809)
H (6.528, -2.153, -0.571)
H (6.848, -2.757, -2.201)
H (4.671, -1.956, -3.050)
H (2.710, -1.667, -4.270)
H (1.348, -1.404, -3.173)
H (1.430, -2.888, -4.121)
H (1.245, 4.603, 0.192)
H (2.830, 5.348, -0.068)
H (2.676, 3.909, 0.953)
H (4.586, 3.162, -0.584)
H (6.215, 2.128, -2.023)
H (5.755, 1.478, -3.610)
H (5.487, 0.525, -2.137)
H (3.283, 1.129, -4.102)
H (1.082, 1.318, -4.885)
H (0.262, 2.857, -4.548)
H (-0.097, 1.440, -3.569)
O (5.286, 1.007, 1.826)
S (4.044, 0.730, 1.135)
O (2.934, 1.642, 1.576)
O (4.176, 0.629, -0.299)
S (3.312, -1.063, 1.822)

The calculation puts the highest occupied orbital energy (alpha / beta) at -0.203 / -0.202 hartree. The value obtained for the energy above the lowest of the compared OMol25 structures with the same formula, charge and spin is 0.292 eV. As for the charge: -1. As for the spin multiplicity: 6. The calculated total energy comes out at -281908.34542 eV. The value obtained for the lowest unoccupied orbital energy (alpha / beta) is 2.3 / 1.2 eV. The expectation value of S² is 8.77.

***

Entry 2:
Here is a 2-piece molecular cluster, C24H37N2 overall in a non-equilibrium geometry from the Open Molecules 2025 dataset. Energies are from ωB97M-V with the def2-TZVPD basis set.

CARTESIAN COORDINATES (ANGSTROEM)
C (1.709, 3.258, 4.540)
C (1.844, 2.554, 3.226)
C (1.678, 3.266, 2.039)
C (1.836, 2.675, 0.786)
C (1.642, 3.606, -0.387)
C (2.144, 1.298, 0.700)
C (2.303, 0.595, -0.645)
C (3.560, 1.083, -1.409)
C (1.049, 0.649, -1.553)
C (-0.154, -0.053, -1.051)
C (-1.465, 0.156, -1.504)
C (-2.580, -0.343, -0.733)
C (-2.371, -0.998, 0.598)
C (-3.876, -0.260, -1.207)
C (-4.172, 0.358, -2.425)
C (-5.577, 0.484, -2.922)
C (-3.115, 0.931, -3.145)
C (-1.791, 0.853, -2.738)
C (-0.775, 1.521, -3.605)
C (2.304, 0.563, 1.896)
C (2.660, -0.906, 1.886)
C (2.130, 1.189, 3.131)
H (1.867, 2.570, 5.370)
H (2.442, 4.066, 4.627)
H (0.722, 3.716, 4.656)
H (1.421, 4.327, 2.090)
H (1.953, 3.200, -1.352)
H (0.584, 3.909, -0.459)
H (2.213, 4.539, -0.230)
H (2.481, -0.469, -0.444)
H (4.456, 0.917, -0.788)
H (3.675, 0.506, -2.343)
H (3.510, 2.155, -1.662)
H (0.782, 1.702, -1.717)
H (1.355, 0.211, -2.526)
H (0.044, -0.741, -0.213)
H (-3.355, -1.186, 1.053)
H (-1.866, -1.970, 0.481)
H (-1.789, -0.379, 1.299)
H (-4.677, -0.690, -0.607)
H (-5.591, 1.038, -3.866)
H (-6.020, -0.502, -3.105)
H (-6.230, 1.004, -2.207)
H (-3.333, 1.448, -4.079)
H (-1.234, 1.760, -4.569)
H (-0.425, 2.476, -3.189)
H (0.082, 0.877, -3.806)
H (2.778, -1.255, 2.919)
H (1.866, -1.517, 1.431)
H (3.602, -1.113, 1.355)
H (2.228, 0.595, 4.045)
C (-0.587, -4.846, 2.403)
N (-0.320, -3.604, 1.678)
N (-0.371, -3.702, 0.270)
C (0.304, -4.861, -0.299)
H (-0.255, -4.649, 3.425)
H (-1.663, -5.062, 2.443)
H (-0.035, -5.701, 2.009)
H (-1.004, -2.901, 1.960)
H (-0.045, -2.830, -0.141)
H (-0.362, -5.414, -0.974)
H (1.179, -4.538, -0.880)
H (0.636, -5.567, 0.464)

The calculation puts the highest occupied orbital energy at -0.360 hartree. The value obtained for the energy above the lowest of the compared OMol25 structures with the same formula, charge and spin is 0.298 eV. As for the charge: +1. As for the spin multiplicity: 1. The calculated total energy comes out at -28460.07777 eV. The value obtained for the lowest unoccupied orbital energy is -5.4 eV.

***

Entry 3:
Here is an isolated ion of composition C3H10N2OP and charge +1 in a non-equilibrium geometry from the Open Molecules 2025 dataset. Energies are from ωB97M-V with the def2-TZVPD basis set.

CARTESIAN COORDINATES (ANGSTROEM)
C (-1.470, -0.390, 1.475)
P (-0.683, 0.529, 0.102)
C (-1.477, 0.136, -1.507)
O (-0.159, 1.910, 0.330)
N (0.736, -0.636, -0.075)
C (2.062, -0.510, 0.046)
N (2.446, 0.753, -0.137)
H (-1.062, -0.031, 2.352)
H (-2.475, -0.258, 1.435)
H (-1.280, -1.448, 1.466)
H (-0.640, 0.561, -2.241)
H (-1.725, -1.001, -1.507)
H (-2.333, 0.763, -1.570)
H (0.365, -1.537, -0.149)
H (2.737, -1.356, 0.266)
H (3.281, 1.114, 0.281)
H (1.678, 1.400, -0.568)

The calculation puts the highest occupied orbital energy at -0.546 hartree. The value obtained for the energy above the lowest of the compared OMol25 structures with the same formula, charge and spin is 0.927 eV. As for the charge: +1. As for the spin multiplicity: 1. The calculated total energy comes out at -17583.90831 eV. The value obtained for the lowest unoccupied orbital energy is -3.9 eV.

***

Entry 4:
Here is a 7-piece molecular cluster, C46H63ClN8O6P overall in a non-equilibrium geometry from the Open Molecules 2025 dataset. Energies are from ωB97M-V with the def2-TZVPD basis set.

CARTESIAN COORDINATES (ANGSTROEM)
C (1.974, -0.887, 0.903)
C (2.786, -0.909, -0.395)
C (3.075, 0.513, -0.892)
C (2.108, -1.733, -1.505)
C (1.901, -3.231, -1.186)
C (2.771, -4.124, -2.080)
C (0.454, -3.696, -1.329)
O (-0.448, -3.237, -0.301)
C (-1.336, -2.260, -0.687)
C (-1.789, -1.578, 0.606)
N (-3.139, -0.881, 0.512)
C (-4.165, -1.574, -0.364)
Cl (-4.519, -3.056, 0.591)
C (-5.477, -0.765, -0.486)
C (-6.197, -1.082, -1.810)
O (-6.648, -2.207, -1.949)
N (-6.129, -0.138, -2.805)
C (-6.613, -0.601, -4.107)
C (-6.624, 1.202, -2.475)
C (-3.499, -2.020, -1.673)
C (-3.157, -0.940, -2.754)
P (-2.586, 0.769, -2.641)
O (-2.329, 1.318, -3.991)
O (-3.657, 1.596, -1.804)
O (-1.323, 0.807, -1.645)
O (-2.415, -2.873, -1.375)
H (2.614, -0.660, 1.759)
H (1.196, -0.122, 0.858)
H (1.506, -1.855, 1.102)
H (3.740, -1.398, -0.170)
H (2.291, 0.825, -1.590)
H (4.028, 0.591, -1.418)
H (3.087, 1.236, -0.075)
H (2.745, -1.634, -2.392)
H (1.158, -1.260, -1.775)
H (2.213, -3.380, -0.146)
H (3.826, -3.993, -1.839)
H (2.502, -5.176, -1.979)
H (2.644, -3.848, -3.132)
H (0.405, -4.786, -1.295)
H (0.039, -3.386, -2.296)
H (-0.874, -1.531, -1.347)
H (-1.061, -0.812, 0.864)
H (-1.848, -2.302, 1.418)
H (-3.551, -0.911, 1.447)
H (-3.031, 0.107, 0.277)
H (-5.319, 0.303, -0.317)
H (-6.147, -1.126, 0.295)
H (-7.704, -0.629, -4.154)
H (-6.240, 0.081, -4.873)
H (-6.240, -1.604, -4.304)
H (-6.115, 1.952, -3.083)
H (-7.703, 1.263, -2.643)
H (-6.431, 1.448, -1.432)
H (-4.259, -2.667, -2.117)
H (-4.039, -0.810, -3.385)
H (-2.381, -1.374, -3.394)
H (-3.288, 2.084, -1.054)
H (-0.705, 1.482, -1.973)
N (3.426, 3.799, -1.430)
C (4.128, 4.401, -0.473)
C (4.322, 5.773, -0.408)
C (3.752, 6.565, -1.392)
C (3.015, 5.953, -2.393)
C (2.882, 4.573, -2.368)
H (4.564, 3.751, 0.278)
H (4.911, 6.201, 0.391)
H (3.883, 7.639, -1.380)
H (2.555, 6.530, -3.184)
H (2.316, 4.062, -3.140)
N (-6.844, 3.319, 0.351)
C (-7.546, 4.139, -0.428)
C (-8.420, 5.099, 0.054)
C (-8.581, 5.216, 1.426)
C (-7.863, 4.365, 2.251)
C (-7.012, 3.440, 1.666)
H (-7.402, 4.018, -1.497)
H (-8.963, 5.735, -0.631)
H (-9.257, 5.950, 1.842)
H (-7.960, 4.413, 3.326)
H (-6.439, 2.759, 2.286)
N (-2.728, 3.668, 1.145)
C (-3.049, 3.799, 2.432)
C (-3.507, 4.980, 2.993)
C (-3.643, 6.091, 2.178)
C (-3.308, 5.973, 0.838)
C (-2.860, 4.748, 0.376)
H (-2.922, 2.917, 3.051)
H (-3.747, 5.023, 4.046)
H (-3.997, 7.031, 2.579)
H (-3.390, 6.812, 0.162)
H (-2.586, 4.629, -0.668)
N (4.533, -7.878, 0.013)
C (4.124, -9.125, 0.228)
C (2.917, -9.443, 0.837)
C (2.090, -8.411, 1.247)
C (2.509, -7.106, 1.034)
C (3.732, -6.897, 0.416)
H (4.794, -9.910, -0.103)
H (2.638, -10.477, 0.985)
H (1.144, -8.618, 1.729)
H (1.902, -6.264, 1.342)
H (4.091, -5.888, 0.234)
N (3.931, -6.924, 5.403)
C (4.453, -6.300, 6.455)
C (4.867, -4.975, 6.434)
C (4.731, -4.259, 5.256)
C (4.188, -4.899, 4.153)
C (3.806, -6.227, 4.277)
H (4.548, -6.890, 7.359)
H (5.287, -4.522, 7.321)
H (5.047, -3.226, 5.198)
H (4.069, -4.384, 3.208)
H (3.383, -6.758, 3.433)
N (8.048, 3.997, 0.968)
C (7.745, 4.065, -0.326)
C (8.565, 4.649, -1.280)
C (9.772, 5.190, -0.867)
C (10.102, 5.125, 0.477)
C (9.210, 4.521, 1.350)
H (6.795, 3.628, -0.612)
H (8.261, 4.676, -2.317)
H (10.442, 5.654, -1.579)
H (11.033, 5.533, 0.846)
H (9.438, 4.454, 2.408)

The calculation puts the highest occupied orbital energy at -0.401 hartree. As for the charge: +1. As for the spin multiplicity: 1. The calculated total energy comes out at -94736.53842 eV. The value obtained for the lowest unoccupied orbital energy is -2.6 eV.